87
Properties=species:S:1:pos:R:3:forces:R:3:mulliken_charge:R:1 method="wB97M-V/def2-TZVPD" homo_energy_ev=1.582 mol_weight_g_mol=550.3 gap_ev=2.89 total_charge=-2 total_energy_ha=-3755.2228
Li 0.594123 -0.692875 -0.701155 -0.10 -0.34 -0.40 0.41
C 5.340923 -3.166175 -0.998155 -0.50 0.09 -0.08 -1.41
Ge 3.256623 -3.036575 -0.830655 0.95 -0.35 0.37 -0.07
C 2.824423 -4.751775 -2.034355 -0.07 0.76 0.21 -1.09
C 3.110623 -3.953775 0.980145 -0.24 0.10 -0.18 -1.03
C 2.549623 -1.291375 -0.806355 -0.18 -0.40 -0.52 -0.46
H 5.686523 -4.194675 -0.895655 0.01 -0.30 0.00 0.35
H 5.811123 -2.577975 -0.207655 -0.12 0.10 0.10 0.37
H 5.712423 -2.780775 -1.949455 -0.04 0.07 -0.16 0.37
H 3.381023 -5.639875 -1.737255 0.23 -0.11 0.21 0.37
H 3.032123 -4.563275 -3.090355 0.05 0.14 -0.06 0.38
H 1.760723 -4.981575 -1.952555 -0.19 0.02 0.06 -0.02
H 4.006923 -4.506275 1.261045 0.21 -0.07 -0.12 0.40
H 2.279223 -4.654775 1.002345 -0.15 -0.21 -0.07 0.11
H 2.926723 -3.207675 1.750145 -0.03 0.23 0.07 0.29
H 2.975923 -0.824875 -1.731655 -0.08 0.04 0.21 -0.22
C -1.825977 -5.242775 -1.781355 0.12 0.06 -0.11 -0.98
N -1.938577 -5.236275 -0.345055 0.08 0.86 0.23 0.27
C -3.165577 -5.838675 0.130545 -0.03 -0.22 0.15 -1.23
C -1.554177 -4.016175 0.308245 0.23 0.08 -0.40 0.32
N -1.234477 -2.893375 -0.215755 -0.11 -1.05 0.63 -0.45
N -1.499977 -4.189275 1.717745 -0.07 0.28 -0.52 0.04
C -1.284677 -2.937475 2.418045 -0.09 0.09 0.20 -0.95
C -0.517377 -5.183275 2.127545 -0.04 -0.30 0.12 -0.91
H -1.955577 -6.271775 -2.132655 0.06 0.12 -0.02 0.29
H -0.830177 -4.895475 -2.055355 -0.03 -0.03 -0.15 0.17
H -2.579177 -4.608875 -2.281955 0.07 -0.04 0.07 0.37
H -4.072777 -5.378975 -0.300655 0.14 0.03 -0.01 0.34
H -3.207077 -5.738775 1.212045 -0.09 -0.04 -0.01 0.37
H -3.173077 -6.905175 -0.127255 -0.02 0.11 0.00 0.37
H -1.272077 -2.846475 -1.225755 -0.25 -0.05 -0.12 0.19
H -2.024677 -2.218175 2.083445 -0.02 0.15 0.04 0.37
H -0.293577 -2.518575 2.214345 0.02 0.02 0.04 0.30
H -1.405377 -3.118075 3.492945 0.06 0.03 -0.12 0.28
H -0.603577 -6.066875 1.497345 0.01 -0.01 0.07 0.38
H -0.705677 -5.465575 3.169245 0.04 0.02 -0.07 0.38
H 0.503923 -4.797675 2.041845 -0.01 0.01 0.03 0.09
N -0.865677 0.578525 -1.136355 0.30 -0.77 0.11 -1.44
P -0.519677 1.893525 -0.515555 -0.03 2.97 0.72 0.04
N 0.647523 2.900025 -1.280855 -0.23 -0.61 -0.03 0.85
C 1.257223 4.073225 -0.708155 -0.20 0.12 0.19 -0.53
C 1.903523 4.912625 -1.807255 0.08 0.00 0.10 -1.02
C 3.070923 4.139425 -2.433355 0.01 -0.04 -0.02 -0.54
C 2.793423 2.627125 -2.408655 -0.10 0.03 -0.09 -0.76
C 1.293923 2.366125 -2.452855 0.17 -0.41 -0.39 -0.91
N -1.792677 3.161225 -0.494355 0.75 -0.82 0.05 0.52
C -2.980577 2.600125 0.092245 -0.58 -0.08 0.28 -0.86
C -3.969877 3.725425 0.430745 0.13 -0.09 0.01 -0.77
C -3.887377 4.821025 -0.639155 -0.16 0.01 -0.05 -0.69
C -3.472177 4.208325 -1.971755 0.06 0.13 0.12 -0.88
C -2.062577 3.614625 -1.844255 0.05 0.14 -0.62 -0.58
N -0.110477 2.053825 1.154145 -0.12 -0.52 -0.38 0.58
C -0.275877 3.189625 2.025245 -0.20 0.35 0.08 -0.79
C -0.897677 2.771125 3.359745 0.08 0.09 -0.03 -0.84
C 0.041123 1.818725 4.113745 0.05 -0.01 -0.02 -0.57
C 0.963023 1.089925 3.127345 -0.09 -0.10 -0.01 -1.17
C 0.227723 0.808625 1.822945 0.16 -0.34 -0.01 0.11
H 2.037223 3.820825 0.030345 -0.07 0.01 0.11 0.26
H 0.483823 4.649125 -0.192355 0.05 0.07 0.07 0.43
H 2.253023 5.867625 -1.400855 -0.07 -0.01 0.01 0.42
H 1.150323 5.135225 -2.566755 -0.05 0.02 0.00 0.26
H 3.991723 4.350625 -1.882055 0.03 0.04 -0.03 0.29
H 3.224523 4.483025 -3.462155 0.04 -0.01 0.02 0.35
H 3.175323 2.174325 -1.493155 0.09 -0.08 -0.01 0.24
H 3.285723 2.138125 -3.250655 0.03 -0.09 0.05 0.41
H 1.077923 1.291325 -2.470655 0.12 0.20 -0.23 0.60
H 0.874323 2.816225 -3.373755 0.02 -0.10 -0.03 0.21
H -2.686977 2.051225 0.990045 -0.15 -0.04 -0.01 0.24
H -3.452477 1.868225 -0.585255 0.05 -0.02 0.13 0.45
H -3.733177 4.150725 1.410045 -0.03 -0.02 0.04 0.24
H -4.981877 3.313925 0.482945 -0.06 0.01 0.03 0.42
H -3.134477 5.555725 -0.348655 0.01 0.08 0.01 0.25
H -4.846977 5.340225 -0.730855 0.04 0.07 0.02 0.42
H -3.484877 4.965725 -2.761855 -0.02 -0.10 -0.03 0.45
H -4.187977 3.430625 -2.245055 -0.06 -0.02 -0.06 0.34
H -1.322977 4.382525 -2.094755 -0.03 -0.03 -0.06 0.00
H -1.936577 2.786125 -2.565555 -0.06 0.17 0.03 0.34
H -0.914277 3.921025 1.523445 0.13 -0.02 0.05 0.49
H 0.690223 3.680425 2.248045 -0.08 0.05 -0.08 0.34
H -1.843777 2.267825 3.154145 -0.09 0.02 -0.02 0.18
H -1.116777 3.657425 3.964245 -0.05 -0.01 -0.03 0.45
H -0.553877 1.092425 4.675245 0.04 -0.02 0.03 0.34
H 0.645123 2.369425 4.842845 -0.04 0.00 0.01 0.28
H 1.312923 0.153825 3.564745 0.10 -0.02 -0.07 0.41
H 1.840023 1.704325 2.909445 0.04 -0.08 -0.01 0.29
H -0.672077 0.210125 2.038545 -0.02 -0.05 0.02 -0.05
H 0.853823 0.210525 1.150745 0.14 0.01 0.38 0.09